Molecular formula: C5H11O3
Method: DFT, ωB97M-V/def2-TZVPD

Properties
electronic energy = -422.8910 a.u.
2S+1 = 1
LUMO level = 4.0 eV
relative energy (zero: lowest compared OMol25 entry of this formula, charge and spin) = 14.2 kcal per mole
highest occupied orbital energy = -4.47 eV
net charge = -1

CARTESIAN COORDINATES (ANGSTROEM)
C1 1.345 -0.210 1.957
C2 1.016 -1.690 1.808
O1 1.244 0.460 0.684
H1 0.583 0.251 2.594
H2 2.344 0.025 2.299
H3 0.278 -1.819 1.031
H4 0.251 0.581 0.553
H5 0.629 -2.099 2.757
H6 1.795 -2.362 1.481
C3 -1.189 1.201 -1.708
C4 0.031 0.356 -2.125
C5 -1.961 0.601 -0.518
O2 -3.136 0.267 -0.750
O3 -1.363 0.525 0.605
H7 -0.920 2.247 -1.554
H8 -1.977 1.142 -2.472
H9 -0.148 -0.704 -1.948
H10 0.906 0.622 -1.541
H11 0.273 0.606 -3.152

Molecular formula: CH3NP2
Method: DFT, ωB97M-V/def2-TZVPD

Properties
electronic energy = -777.3010 a.u.
2S+1 = 1
LUMO level = 0.4 eV
relative energy (zero: lowest compared OMol25 entry of this formula, charge and spin) = 6.4 kcal per mole
highest occupied orbital energy = -10.06 eV
net charge = 0

CARTESIAN COORDINATES (ANGSTROEM)
N1 -2.946 -0.624 -0.070
C1 -2.075 0.053 0.130
P1 -0.693 1.389 0.137
P2 0.880 -0.042 0.228
H1 -0.473 1.387 -1.233
H2 1.553 0.951 0.944
H3 0.328 -0.346 1.460

Molecular formula: C6H4BrO4PV
Method: DFT, ωB97M-V/def2-TZVPD

Properties
electronic energy = -4389.8141 a.u.
2S+1 = 1
LUMO level = -16.7 eV
relative energy (zero: lowest compared OMol25 entry of this formula, charge and spin) = 0.0 kcal per mole
highest occupied orbital energy = -20.71 eV
net charge = +3

CARTESIAN COORDINATES (ANGSTROEM)
O1 2.477 0.187 1.574
C1 1.736 -0.181 0.750
C2 2.047 -1.312 -0.236
C3 1.222 -1.647 -1.225
C4 -0.120 -0.893 -1.365
O2 -0.825 -1.152 -2.259
C5 -0.539 0.175 -0.289
P1 -2.206 0.977 -0.264
O3 -3.162 0.012 0.618
Br1 -3.082 1.021 -2.252
C6 0.325 0.510 0.686
O4 0.028 1.416 1.668
H1 3.001 -1.858 -0.115
H2 1.485 -2.445 -1.940
H3 -2.622 -0.753 0.921
H4 0.392 2.342 1.424
V1 -0.156 3.600 2.305

Molecular formula: C10H14N2O2
Method: DFT, ωB97M-V/def2-TZVPD

Properties
electronic energy = -649.3268 a.u.
2S+1 = 1
LUMO level (alpha / beta) = 0.0 / -0.5 eV
relative energy (zero: lowest compared OMol25 entry of this formula, charge and spin) = 46.3 kcal per mole
highest occupied orbital energy (alpha / beta) = -7.30 / -7.06 eV
net charge = 0

CARTESIAN COORDINATES (ANGSTROEM)
C1 -1.857 2.993 0.294
C2 -0.785 2.995 -0.538
C3 -1.882 2.121 1.340
C4 0.280 2.050 -0.465
C5 -0.839 1.288 1.572
C6 0.287 1.122 0.691
C7 1.799 -1.691 -1.409
C8 1.405 0.312 0.765
C9 -0.436 -2.001 -0.040
C10 0.412 -1.272 -1.024
N1 -0.157 -0.408 -1.939
N2 0.295 -2.839 0.928
O1 2.343 -1.134 -2.355
O2 2.354 -2.660 -0.689
H1 -2.628 3.843 0.150
H2 -0.890 3.587 -1.447
H3 -2.744 1.912 2.126
H4 1.135 1.877 -1.078
H5 -0.953 0.661 2.486
H6 1.241 -0.482 1.478
H7 2.232 0.494 0.124
H8 -0.936 -2.816 -0.591
H9 -1.048 -1.206 0.518
H10 -1.085 -0.008 -1.636
H11 0.454 0.220 -2.387
H12 1.538 -2.976 -0.027
H13 -0.212 -3.644 1.348
H14 0.678 -2.338 1.803

Molecular formula: C4H8N2O3
Method: DFT, ωB97M-V/def2-TZVPD

Properties
electronic energy = -492.4411 a.u.
2S+1 = 1
LUMO level = 0.5 eV
relative energy (zero: lowest compared OMol25 entry of this formula, charge and spin) = 38.8 kcal per mole
highest occupied orbital energy = -9.46 eV
net charge = 0

CARTESIAN COORDINATES (ANGSTROEM)
N1 -2.010 0.547 -0.853
C1 -1.266 -0.556 -1.240
O1 -1.311 -1.078 -2.351
C2 -0.239 -1.018 -0.372
C3 0.636 0.215 -0.034
N2 2.071 -0.071 0.102
C4 0.133 0.942 1.234
O2 -1.035 0.955 1.490
O3 1.014 1.069 2.301
H1 -2.038 0.588 0.184
H2 -2.739 0.788 -1.525
H3 0.398 -1.886 -0.625
H4 -0.747 -1.390 0.630
H5 0.410 1.008 -0.817
H6 2.636 0.061 -0.700
H7 2.082 -0.970 0.574
H8 2.006 0.796 2.004

Question: relative energy (zero: lowest compared OMol25 entry of this formula, charge and spin) of number 2 (CH3NP2)?
Answer: 6.4 kcal per mole

Question: Look up the net charge of the fourth one.
Answer: 0